This record from the Open Molecules 2025 dataset describes 3 unconnected molecules or ions with the total composition C13H28BFN2O10S. The level of theory is ωB97M-V/def2-TZVPD.

The calculation puts the largest force on an atom at 10.003 eV/A. Its HOMO energy is -10.63 eV. For the gap between HOMO and LUMO, the calculation gives 9.26 eV. The value obtained for the total energy is -51614.6260 eV. Its LUMO energy is -1.4 eV.

```
56
Properties=species:S:1:pos:R:3:lowdin_charge:R:1
C 4.7734 -2.1159 1.7996 -0.137
C 3.6228 -2.8808 0.8569 -0.143
B 2.6390 -1.6919 0.2957 -0.417
O 3.2759 -0.3388 0.1201 0.016
N 1.1913 -1.8049 -0.1112 -0.109
N 0.4595 -0.6523 0.0560 -0.180
C -0.5243 -0.3916 -1.0631 -0.051
C -0.1456 -0.4980 1.4296 -0.217
C 0.7021 0.1838 2.7008 -0.006
O -1.4250 -0.8382 1.7548 -0.038
S 0.4026 -3.2538 0.4114 0.924
O 0.5335 -3.6023 1.9115 -0.306
O 1.0815 -4.4450 -0.3700 -0.332
F -1.2872 -3.3066 -0.0380 -0.221
H 5.3828 -2.8789 2.4527 0.085
H 5.5405 -1.5209 1.1261 0.084
H 4.2249 -1.2931 2.4673 0.086
H 4.2070 -3.4227 -0.0135 0.130
H 3.1160 -3.6657 1.5602 0.102
H 3.0649 -0.1048 -0.8524 0.128
H -0.1685 -1.0724 -1.9769 0.125
H -1.6283 -0.7101 -0.8421 0.101
H -0.4686 0.7136 -1.4467 0.108
H 1.4783 0.9871 2.3513 0.091
H 1.3023 -0.7029 3.2285 0.107
H -0.0007 0.6528 3.5148 0.098
C 2.7944 3.3824 -6.2969 -0.070
C 2.0703 3.7741 -5.0212 -0.219
O 2.4776 2.9491 -3.9229 0.018
C 3.6962 3.2275 -3.3975 -0.548
O 4.4573 4.1083 -3.7723 0.110
O 3.9409 2.3388 -2.4032 -0.018
C 5.2426 2.4552 -1.8346 -0.047
H 2.6615 2.3156 -6.5040 0.082
H 2.4208 3.9589 -7.1476 0.081
H 3.8721 3.5558 -6.2150 0.075
H 0.9957 3.6151 -5.1546 0.123
H 2.2128 4.8344 -4.7822 0.126
H 5.4407 3.4775 -1.4961 0.100
H 5.9953 2.1364 -2.5626 0.102
H 5.2968 1.7898 -0.9682 0.089
C -4.2598 -1.5841 2.1684 -0.079
C -4.5190 -0.2970 2.9307 -0.216
O -5.7302 0.3286 2.4898 0.023
C -6.8802 -0.2417 2.9266 -0.549
O -6.9669 -1.2213 3.6535 0.104
O -7.9212 0.4428 2.3916 -0.010
C -9.1953 -0.1228 2.6882 -0.056
H -4.2666 -1.4014 1.0890 0.082
H -3.2946 -2.0141 2.4501 0.062
H -5.0358 -2.3302 2.3668 0.076
H -3.7072 0.4092 2.7301 0.113
H -4.5417 -0.4637 4.0139 0.127
H -9.3328 -0.2540 3.7666 0.097
H -9.3081 -1.0777 2.1653 0.099
H -9.9657 0.5631 2.3245 0.093
```